No. 1
Here is one molecule with the formula C20H31N5O4 from OMol25. Energies are from ωB97M-V/def2-TZVPD.

The geometry in XYZ format:
```
60
Properties=species:S:1:pos:R:3:forces:R:3:lowdin_charge:R:1
C -5.094796 -0.615893 -4.792981 -0.1 0.0 0.0 -0.068
C -3.958271 -0.867222 -3.806577 0.1 0.0 -0.1 -0.399
C -2.647138 -0.280896 -4.325743 0.0 0.0 0.0 -0.073
C -3.778252 -2.374494 -3.529392 0.1 0.0 0.1 -0.110
N -4.168323 -2.796257 -2.196453 -0.1 0.0 0.0 -0.045
N -3.631693 -2.111260 -1.097916 0.0 0.0 0.0 0.093
C -4.511988 -2.315082 -0.045148 0.0 0.0 0.0 -0.253
C -4.189552 -1.768371 1.313209 0.0 0.0 -0.1 -0.020
C -5.510043 -1.565824 2.039662 0.0 0.0 0.0 -0.488
O -5.964617 -2.409220 2.790017 0.0 0.0 0.0 0.073
N -6.181158 -0.432518 1.726829 0.0 0.0 -0.1 -0.013
C -6.058498 0.439485 0.539681 0.0 0.0 0.0 -0.082
C -7.601622 0.458256 0.427581 0.0 0.0 0.0 -0.205
C -8.189906 -0.302309 -0.760923 0.0 0.0 0.0 -0.104
N -8.671796 0.540738 -1.853374 0.0 -0.1 0.0 -0.091
C -10.083434 0.406121 -2.175342 0.0 0.0 0.0 -0.030
C -7.759334 1.229603 -2.573416 0.0 0.0 0.0 -0.406
O -6.569117 1.179570 -2.260671 0.0 0.0 0.0 0.038
C -8.278463 2.038316 -3.748906 0.0 -0.1 0.0 0.003
C -7.384416 3.049560 -4.463559 0.0 0.0 0.0 -0.484
O -7.892760 3.768643 -5.305296 0.0 0.0 0.0 0.062
N -6.081299 3.092527 -4.129652 0.0 0.0 0.1 0.110
C -5.213342 4.073932 -4.701925 0.1 0.0 0.0 -0.294
C -3.760997 3.725864 -4.777406 0.0 0.0 0.0 -0.095
C -4.589078 3.787227 -6.032322 0.0 0.0 0.0 -0.087
C -7.644688 -0.341714 1.755202 0.0 0.0 0.0 -0.069
C -5.628383 -2.931547 -0.472694 0.0 0.0 0.0 0.066
C -5.476402 -3.177551 -1.902609 0.0 0.0 0.0 -0.448
O -6.276111 -3.578190 -2.730200 0.0 0.0 0.0 0.042
H -4.853887 -1.032778 -5.774649 0.0 0.0 0.0 0.086
H -6.021477 -1.079174 -4.449645 0.0 0.0 0.0 0.078
H -5.276227 0.455228 -4.913557 0.0 0.0 0.0 0.058
H -4.207203 -0.381598 -2.858813 0.0 0.0 0.0 0.118
H -2.324810 -0.807249 -5.228385 0.0 0.0 0.0 0.085
H -2.750182 0.772350 -4.584998 0.0 0.0 0.0 0.053
H -1.850024 -0.371660 -3.584414 0.0 0.0 0.0 0.078
H -4.397011 -2.976134 -4.195313 0.0 0.0 0.0 0.126
H -2.738420 -2.671913 -3.689715 0.0 0.0 0.0 0.119
H -2.663744 -2.354146 -0.915577 0.0 0.0 0.0 0.163
H -3.583435 -2.464632 1.892031 0.0 0.0 0.0 0.132
H -3.641396 -0.831283 1.196186 0.0 0.0 0.0 0.128
H -5.608806 1.402585 0.780814 0.0 0.0 0.0 0.124
H -5.550593 -0.004265 -0.313416 0.0 0.0 0.0 0.096
H -8.045908 1.450961 0.491411 0.0 0.0 0.0 0.144
H -7.456201 -1.014907 -1.147982 0.0 0.0 0.0 0.124
H -9.052480 -0.876238 -0.420556 0.0 0.0 0.0 0.125
H -10.344338 0.963405 -3.066751 0.0 0.0 0.0 0.076
H -10.323050 -0.643989 -2.353000 0.0 0.0 0.0 0.100
H -10.699685 0.767819 -1.349659 0.0 0.0 0.0 0.098
H -8.615819 1.340413 -4.520591 0.0 0.0 0.0 0.142
H -9.161783 2.605045 -3.456442 0.0 0.0 0.0 0.126
H -5.784156 2.501264 -3.361942 0.0 0.0 0.0 0.110
H -5.484446 5.101746 -4.496051 0.0 0.0 0.0 0.146
H -3.039120 4.508057 -4.592523 0.0 0.0 0.0 0.098
H -3.481227 2.748454 -4.410190 0.0 0.0 0.0 0.073
H -4.862259 2.853294 -6.503188 0.0 0.0 0.0 0.103
H -4.439794 4.616750 -6.708064 0.0 0.0 0.0 0.099
H -8.119648 -1.324353 1.707338 0.0 0.0 0.0 0.122
H -8.029106 0.200656 2.618465 0.0 0.0 0.0 0.121
H -6.504680 -3.171548 0.105175 0.0 0.0 0.0 0.127
```
Forces are in eV/Å.

Properties
- gap between HOMO and LUMO (eV) = 9.29
- SMILES = CC(C)Cn1[nH]c(CC(=O)N2CC(CN(C)C(=O)CC(=O)NC3CC3)C2)cc1=O
- ΔE to the lowest compared entry with this formula, charge and spin (eV) = 1.450
- LUMO (eV) = 0.54

=====

No. 2
Here is one molecule with the formula C20H31N5S from OMol25. Energies are from ωB97M-V/def2-TZVPD.

The geometry in XYZ format:
```
57
Properties=species:S:1:pos:R:3:forces:R:3:lowdin_charge:R:1
C 3.602959 1.293700 1.361243 0.2 -0.2 -0.1 -0.068
H 4.207557 1.669919 2.182500 0.0 0.1 0.1 0.075
H 2.656582 0.940541 1.762598 -0.1 0.0 0.1 0.063
H 3.406342 2.116595 0.678281 0.0 0.1 -0.1 0.065
C 4.343488 0.158793 0.659017 -0.2 0.2 0.2 -0.233
N 3.568435 -0.384742 -0.453077 0.1 0.0 -0.1 -0.231
C 3.757386 0.338769 -1.703295 0.1 0.0 -0.2 -0.251
H 3.634464 1.403198 -1.486075 -0.1 0.0 -0.1 0.109
C 5.096789 0.126835 -2.415082 -0.2 0.0 0.2 -0.077
H 5.129881 0.742058 -3.310181 0.1 0.0 -0.1 0.074
H 5.222571 -0.912588 -2.707270 0.1 -0.1 -0.1 0.067
H 5.930766 0.409584 -1.777286 0.1 0.0 0.0 0.065
H 2.948363 0.040797 -2.379367 0.0 0.1 0.0 0.119
C 3.689910 -1.834007 -0.591532 0.1 -0.2 0.3 -0.201
H 3.365863 -2.104152 -1.599703 0.1 0.0 0.0 0.122
C 2.805000 -2.580010 0.412887 -0.1 0.2 -0.3 -0.152
C 1.317124 -2.394956 0.118369 0.1 -0.5 0.0 -0.221
N 0.943367 -1.004177 0.219870 -0.1 0.5 0.0 0.011
C 0.046950 -0.532455 1.104505 0.1 -0.1 -0.1 -0.773
N -0.115660 0.813764 1.181441 0.0 -0.3 -0.1 -0.113
C 0.210508 1.710677 0.093224 0.0 0.1 -0.5 -0.153
C -1.019628 1.877691 -0.803508 0.2 0.1 0.1 -0.097
H -1.183237 0.945142 -1.347619 0.1 0.0 0.0 0.121
H -0.824840 2.658991 -1.538226 0.0 0.0 -0.1 0.116
C -2.280517 2.220559 0.025366 0.0 0.0 0.1 -0.221
C -3.340890 1.176203 -0.113567 -0.1 0.2 -0.1 -0.308
N -4.485365 1.428412 -0.685212 0.0 0.6 -0.2 0.165
C -5.190886 0.252456 -0.650151 0.3 -0.7 0.3 -0.235
C -6.464191 -0.059317 -1.113500 0.1 0.0 0.0 -0.026
C -6.910996 -1.350961 -0.931332 -0.2 0.0 -0.1 -0.109
C -6.124964 -2.321749 -0.305401 0.0 -0.1 0.1 -0.106
C -4.858332 -2.035479 0.161298 0.1 -0.1 0.1 -0.023
C -4.403935 -0.739807 -0.019969 -0.6 0.2 -0.3 -0.191
N -3.227032 -0.118804 0.304561 0.1 0.2 0.0 0.176
H -2.463009 -0.560788 0.804307 0.1 0.0 0.1 0.033
H -4.246509 -2.779666 0.648436 0.0 -0.1 0.0 0.106
H -6.521349 -3.319428 -0.184967 0.0 -0.1 0.0 0.096
H -7.896238 -1.625865 -1.279617 -0.1 0.0 0.0 0.094
H -7.071680 0.690040 -1.595545 -0.1 0.1 -0.1 0.106
C -1.913960 2.496525 1.491877 0.1 0.0 -0.1 -0.122
H -2.828278 2.607986 2.075647 0.0 0.1 0.0 0.126
H -1.384142 3.450422 1.534513 0.0 0.0 0.0 0.111
C -1.056467 1.397364 2.124775 -0.3 0.2 0.6 -0.189
H -0.489533 1.818550 2.965724 -0.1 -0.1 0.0 0.128
H -1.684912 0.599336 2.525668 0.2 0.2 -0.1 0.049
H -2.740270 3.128204 -0.375778 0.0 -0.2 0.0 0.140
H 0.507044 2.669223 0.527101 0.1 -0.1 -0.1 0.129
H 1.046413 1.336846 -0.495488 0.0 0.1 0.1 0.102
S -0.848534 -1.576642 2.059414 -0.3 -0.6 0.6 0.699
H 1.699873 -0.402091 -0.108687 -0.1 0.1 0.1 0.087
H 0.711755 -2.973783 0.820798 0.1 0.1 -0.2 0.051
H 1.095075 -2.741797 -0.898101 0.0 -0.1 0.1 0.123
H 3.011074 -2.235229 1.427243 0.0 0.0 0.1 0.112
H 3.041734 -3.643581 0.364518 0.0 0.0 0.0 0.116
H 4.732657 -2.165091 -0.472570 0.0 0.0 -0.1 0.124
H 4.518955 -0.639841 1.381753 0.1 0.0 -0.1 0.113
H 5.326441 0.517831 0.325173 0.0 -0.1 0.0 0.111
```
Forces are in eV/Å.

Properties
- gap between HOMO and LUMO (eV) = 8.54
- SMILES = CCN(CC)CCCNC(=S)N1CCC(c2nc3ccccc3[nH]2)CC1
- ΔE to the lowest compared entry with this formula, charge and spin (eV) = 0.202
- LUMO (eV) = 0.54

=====

No. 3
Here is one molecule with the formula C20H31NOS from OMol25. Energies are from ωB97M-V/def2-TZVPD.

The geometry in XYZ format:
```
54
Properties=species:S:1:pos:R:3:forces:R:3:lowdin_charge:R:1
O -1.137542 -3.527287 1.179904 -0.2 -0.1 0.5 -0.050
H -2.046179 -3.275566 1.374556 0.0 0.0 0.0 0.066
C -0.835828 -3.157265 -0.141896 0.2 0.2 -0.5 -0.207
H -1.482992 -3.695609 -0.851109 0.1 0.1 0.0 0.131
H 0.185444 -3.509864 -0.295122 -0.1 0.0 -0.1 0.113
C -0.923787 -1.642630 -0.441492 -0.1 0.1 -0.1 -0.436
C -0.413925 -0.805102 0.737009 0.1 -0.3 0.0 -0.109
C 1.097260 -0.913912 0.934503 -0.2 0.1 0.1 -0.175
N 1.781429 -0.470824 -0.264094 0.0 -0.1 0.1 -0.125
C 1.449200 -1.356847 -1.361987 -0.2 0.1 -0.2 -0.186
C -0.046011 -1.310584 -1.659782 0.1 -0.2 0.2 -0.117
H -0.288039 -0.298658 -1.988973 0.0 0.0 -0.1 0.126
H -0.269568 -1.998971 -2.478001 -0.1 0.0 -0.1 0.124
H 1.988191 -1.033306 -2.255833 0.0 -0.1 0.0 0.117
H 1.766962 -2.394241 -1.144332 0.1 0.1 0.0 0.121
C 3.225194 -0.229700 -0.192781 0.0 0.4 0.0 -0.338
C 3.520426 1.001161 -1.066348 0.2 -0.3 -0.1 -0.213
C 5.006232 1.247895 -1.253671 0.1 0.2 0.4 -0.483
H 5.186384 2.098547 -1.909211 0.0 0.0 -0.1 0.070
H 5.508229 0.368292 -1.661846 0.0 0.0 -0.1 0.078
S 5.803082 1.659453 0.327317 0.0 -0.1 -0.1 0.836
C 5.286467 0.156822 1.208180 0.0 0.4 -0.2 -0.482
C 3.773191 -0.002146 1.218405 0.0 -0.3 -0.1 -0.226
H 3.324704 0.893910 1.651228 -0.1 0.0 0.1 0.118
H 3.534102 -0.857871 1.853476 -0.1 0.0 0.0 0.112
H 5.671600 0.260912 2.221605 0.0 -0.1 0.0 0.071
H 5.771564 -0.695312 0.727902 0.0 -0.1 0.1 0.079
H 3.057609 1.873278 -0.601702 -0.1 0.0 0.0 0.118
H 3.059253 0.864582 -2.046417 -0.1 0.0 0.0 0.106
H 3.767196 -1.099307 -0.612247 0.0 0.1 0.1 0.149
H 1.366404 -0.261122 1.764504 0.0 -0.1 0.0 0.115
H 1.357141 -1.951665 1.206245 0.0 0.0 0.1 0.133
H -0.894990 -1.117811 1.664250 -0.1 0.1 0.0 0.112
H -0.662803 0.241380 0.552511 0.0 0.1 0.0 0.131
C -2.367300 -1.237400 -0.804762 0.2 -0.1 0.3 -0.147
C -3.444428 -1.546767 0.234467 0.0 0.1 -0.3 -0.186
H -3.654523 -2.619361 0.255137 0.0 -0.1 0.1 0.113
H -3.110600 -1.230171 1.223976 0.0 -0.1 0.1 0.107
C -4.754574 -0.811327 -0.088378 0.1 -0.1 0.2 -0.152
C -4.583549 0.677057 0.024393 -0.1 0.0 -0.1 -0.252
C -4.465167 1.273418 1.274243 0.0 0.0 0.0 -0.045
C -4.262835 2.636221 1.391369 0.0 0.0 0.1 -0.084
C -4.176065 3.425377 0.256745 0.0 0.1 0.0 -0.096
C -4.298204 2.843390 -0.992730 0.0 0.1 -0.1 -0.084
C -4.499778 1.478618 -1.106426 0.0 0.0 0.0 -0.054
H -4.595161 1.030431 -2.085736 0.0 -0.1 -0.1 0.113
H -4.234681 3.453064 -1.882408 0.0 0.0 -0.1 0.101
H -4.016402 4.489681 0.346823 0.0 0.1 0.0 0.099
H -4.172728 3.084783 2.370068 0.0 0.0 0.1 0.101
H -4.536339 0.663381 2.163979 0.0 -0.1 0.1 0.114
H -5.524662 -1.143304 0.612488 -0.1 0.0 -0.1 0.118
H -5.077089 -1.074520 -1.097601 -0.1 0.0 0.0 0.115
H -2.372268 -0.160005 -0.985822 0.0 0.0 -0.1 0.111
H -2.638065 -1.727322 -1.744598 0.0 0.0 -0.1 0.128
```
Forces are in eV/Å.

Properties
- gap between HOMO and LUMO (eV) = 9.10
- SMILES = OCC1(CCCc2ccccc2)CCN(C2CCSCC2)CC1
- ΔE to the lowest compared entry with this formula, charge and spin (eV) = 0.672
- LUMO (eV) = 0.76

=====

No. 4
Here is C20H31O5 as an isolated structure in a non-equilibrium geometry from OMol25. Energies are from ωB97M-V/def2-TZVPD.

The geometry in XYZ format:
```
56
Properties=species:S:1:pos:R:3:forces:R:3:lowdin_charge:R:1
C -7.179473 -0.509168 1.142420 3.3 -1.2 2.3 -0.119
C -5.955401 0.484306 0.811679 -3.4 2.1 -0.8 -0.260
C -5.523957 0.605954 -0.677920 -8.8 -4.3 0.6 -0.319
C -4.519056 1.496650 -0.966729 1.9 3.9 0.3 -0.279
C -3.175423 0.973556 -0.534798 -2.5 8.0 8.0 -0.196
H -2.585206 1.913894 -0.461616 0.3 -0.7 -0.3 0.136
H -3.355978 0.822984 0.855340 1.2 -0.2 -4.2 0.226
C -2.569389 -0.043992 -1.191195 2.4 -4.7 7.2 -0.461
C -1.139502 -0.084745 -0.803176 -0.3 -10.6 1.6 0.049
C -0.385630 -1.234532 -0.328498 -5.9 3.7 -2.0 -0.030
C 0.938532 -0.934174 0.129961 1.0 -10.0 0.2 -0.170
H 1.241459 -0.005300 -0.093104 1.3 3.7 0.2 0.059
C 1.212809 -1.708278 1.481276 -2.9 5.7 4.6 -0.200
O 0.825604 -0.441558 2.514578 -0.5 -2.6 -0.7 -0.161
H 1.365739 0.252370 2.123451 0.2 0.6 0.1 -0.028
C 2.621147 -1.900340 1.797627 2.7 -2.6 -2.9 -0.076
H 2.947995 -2.764914 2.498945 -0.9 1.6 -1.1 0.128
H 3.180100 -0.994194 1.987205 -0.3 0.3 0.6 0.093
C 3.225493 -2.226355 0.211912 -7.3 -8.4 5.1 -0.392
O 4.192119 -1.526532 -0.086382 4.7 5.1 -4.9 0.034
C 3.753716 -0.756209 -1.309856 8.4 5.3 6.1 -0.208
C 4.287333 0.474939 -1.395987 1.4 -0.7 -2.7 0.043
C 5.579185 1.078624 -0.776919 -4.0 -5.6 0.0 -0.170
H 5.998128 1.759616 -1.303925 1.9 5.0 -4.3 0.052
H 6.312896 0.346261 -0.866940 1.4 -1.9 0.8 0.103
C 5.284146 1.649474 0.489031 -6.4 -4.2 1.2 -0.236
C 4.044274 2.423492 0.379184 0.5 7.2 1.8 -0.146
H 4.169646 3.548734 1.111914 -0.4 -3.3 -1.2 0.189
H 3.929222 3.047247 -0.489915 0.2 -0.5 -1.1 0.086
C 2.700896 1.857235 0.722281 0.0 8.9 -17.4 -0.792
O 1.806575 2.077398 -0.274827 1.5 -0.4 2.1 -0.156
O 2.550278 1.293364 1.631430 -2.2 -9.2 15.4 0.135
H 4.946982 0.893496 1.236433 0.6 -0.2 -0.3 0.140
H 6.068224 2.006132 0.870971 6.0 3.8 3.2 0.042
H 3.955276 0.880344 -2.364435 -0.1 0.6 0.7 0.133
C 2.609880 -1.136138 -1.818814 -6.0 -7.2 -4.1 -0.177
C 1.957834 -2.052657 -0.844378 0.7 3.3 7.0 -0.045
H 1.419439 -2.964089 -0.691482 -0.4 -0.7 -1.9 0.123
H 1.901192 -0.527618 -2.254541 -1.0 2.2 -0.6 0.129
H 2.736998 -1.911318 -2.554316 0.9 -0.2 -1.7 0.139
H 3.511845 -3.465198 0.433663 -0.5 2.6 -1.4 0.158
H 0.443632 -2.340898 2.072884 1.1 0.2 -2.3 0.167
H -1.001142 -2.204936 -0.245542 1.7 1.2 -0.1 0.128
H -0.613363 0.694078 -0.725201 3.7 6.7 0.2 0.026
O -3.320575 -1.213864 -0.830018 2.6 -3.0 3.9 -0.096
H -2.838743 -1.546902 0.145728 -2.1 1.5 -4.1 0.204
H -2.574791 -0.066827 -2.114584 -0.7 0.5 -9.4 0.083
H -4.351560 1.500950 -1.984854 -0.3 0.7 -2.7 0.093
H -4.837478 2.591918 -0.630145 1.2 -2.1 -0.4 0.169
H -6.685871 0.830852 -1.213924 3.3 -0.3 0.9 0.174
H -5.313138 -0.428331 -0.990976 0.0 0.5 -0.2 0.101
H -6.418040 1.535439 1.060548 1.3 -1.6 0.0 0.126
H -5.068589 0.291534 1.343009 0.6 -0.3 1.4 0.044
H -8.039613 -0.339871 0.561357 -1.0 0.5 -0.8 0.013
H -6.789730 -1.578020 0.895508 -0.9 1.6 0.7 0.084
H -7.476942 -0.423895 2.316657 0.8 -0.3 -2.9 0.104
```
Forces are in eV/Å.

Properties
- gap between HOMO and LUMO (eV) = 7.47
- total charge = -1
- ΔE to the lowest compared entry with this formula, charge and spin (eV) = 17.295
- LUMO (eV) = 2.94

=====

Number 1: electronic energy -36883.176 eV. Number 2: electronic energy -39530.210 eV. Number 3: electronic energy -35616.443 eV. Number 4: electronic energy -31465.162 eV.